Record 1
The following is a DFT calculation (wB97M-V/def2-TZVPD) of a molecular structure, C16H35AuN2O4S2Si.

Geometry as XYZ:
```
61
Properties=species:S:1:pos:R:3:forces:R:3:mulliken_spin:R:1
C 1.890 -1.671 3.200 -0.004 -0.035 -0.017 0.031
H -2.103 0.019 -6.116 0.006 0.004 -0.007 -0.001
C 1.430 2.675 0.562 0.007 0.006 0.010 0.007
H 0.375 -2.442 -0.525 0.000 -0.002 -0.014 -0.010
O -1.940 -1.836 -0.848 0.092 0.004 0.001 0.396
H 2.094 1.331 3.677 0.004 0.006 -0.002 0.000
H -1.170 -0.147 3.757 0.008 0.005 0.003 0.003
H -1.419 -2.163 2.296 0.009 0.004 -0.007 -0.019
N -1.148 1.820 -3.430 -0.070 -0.014 0.004 0.010
H 1.245 1.069 -1.483 0.014 0.005 0.017 -0.001
H 3.172 1.322 2.279 -0.008 0.005 0.004 -0.005
H -3.400 -0.081 -2.119 0.000 -0.004 0.012 -0.003
C -0.173 -0.525 3.997 -0.021 -0.013 -0.003 -0.003
H 0.187 -0.315 -1.771 0.031 -0.009 0.004 -0.007
S -2.010 2.090 -0.956 0.018 0.013 0.018 0.157
H -0.033 -2.974 1.578 -0.001 -0.003 0.002 0.007
H 1.815 -2.777 0.450 -0.004 0.008 -0.011 0.000
H 1.802 -2.299 4.093 0.001 0.003 -0.002 0.005
C 2.303 1.813 2.722 0.015 -0.025 0.000 0.028
H -0.943 2.622 1.829 -0.008 0.002 -0.002 -0.016
H 0.419 0.293 4.407 -0.001 0.008 -0.001 0.001
H -1.959 -1.211 -3.974 0.000 0.021 -0.002 0.002
H 2.312 2.324 0.029 -0.001 0.004 -0.002 0.000
H 3.395 0.620 0.065 0.004 -0.004 -0.001 -0.001
C 1.207 -0.019 -1.507 -0.027 -0.016 0.006 -0.006
H 2.562 -0.847 3.444 -0.004 -0.001 0.002 -0.004
H 1.870 -0.364 -2.309 0.012 -0.003 0.005 -0.002
C 3.136 -0.438 0.039 0.009 0.013 0.017 0.031
H -3.061 1.290 -5.354 0.003 -0.003 -0.004 -0.001
C 1.635 -0.680 -0.184 -0.059 -0.008 -0.068 0.041
Au -1.703 0.049 0.428 0.068 0.027 -0.014 0.774
C 1.426 -2.189 -0.382 0.015 -0.008 0.048 0.015
O -3.595 -3.502 -0.132 0.081 -0.063 -0.083 0.066
C -0.083 2.516 2.492 0.006 -0.003 -0.006 0.045
C 1.085 1.810 1.783 -0.034 0.008 -0.015 0.056
H 3.696 -0.892 -0.786 0.000 0.000 0.000 0.001
C -2.266 0.561 -5.186 -0.013 0.019 0.010 0.004
O -3.371 -1.302 0.900 -0.008 -0.031 0.008 0.278
C -0.990 1.276 -4.775 0.024 -0.013 0.005 -0.001
Si 0.592 0.011 1.286 0.015 0.010 0.009 0.085
C 0.487 -1.197 2.785 0.024 0.040 0.021 0.056
H 2.586 2.849 2.936 -0.004 0.002 0.002 0.002
H 2.364 -2.277 2.427 -0.001 0.006 0.007 0.000
N -2.783 0.330 -2.825 -0.033 -0.049 -0.042 0.016
H 1.644 3.693 0.907 -0.004 -0.001 -0.003 0.001
O -4.287 -1.492 -1.350 -0.015 -0.064 -0.036 0.008
C -2.682 -0.397 -4.084 0.029 -0.040 0.003 -0.004
S -3.387 -2.115 -0.395 -0.223 0.162 0.141 -0.065
H 3.492 -0.894 0.964 0.003 -0.001 -0.006 -0.004
H -0.292 -1.270 4.791 0.004 -0.003 -0.010 0.000
C -0.372 -2.428 2.455 -0.018 -0.037 0.028 0.018
H 0.596 2.733 -0.138 0.005 0.002 0.003 -0.002
H -0.765 2.098 -5.454 -0.003 0.011 0.002 0.000
H 1.970 -2.503 -1.279 0.005 0.009 -0.005 0.000
H 0.233 3.524 2.783 0.001 -0.003 0.000 0.000
H -0.540 2.555 -3.109 0.016 -0.004 -0.008 -0.002
H -0.144 0.583 -4.793 0.000 0.000 0.005 0.001
H -0.414 2.002 3.392 0.005 -0.002 0.001 -0.002
C -1.995 1.335 -2.515 0.042 0.032 -0.027 0.015
H -3.651 -0.848 -4.282 -0.019 0.017 0.008 -0.001
H -0.338 -3.116 3.307 0.006 0.007 -0.008 -0.002
```
Positions in Å, forces in eV/Å.

Calculated values
Kohn-Sham gap (spin up / spin down), eV: 7.9 / 6.2
Charge: 0
Multiplicity: 3



Record 2
The following is a DFT calculation (wB97M-V/def2-TZVPD) of 7 unconnected molecules or ions with the total composition C16H35F6N7O8S2 in a non-equilibrium geometry.

Geometry as XYZ:
```
74
Properties=species:S:1:pos:R:3:forces:R:3:mulliken_spin:R:1
N -2.976 -0.363 3.528 0.577 0.232 1.125 0.000
O -1.059 0.035 2.352 -0.488 0.882 1.568 0.000
H -2.727 1.422 0.528 0.660 0.260 -0.395 0.000
H 2.104 3.464 4.742 0.418 -0.136 0.240 0.000
C 3.831 0.591 -0.832 0.763 0.378 -0.833 0.000
C -3.707 -0.288 4.834 0.651 1.104 -0.785 0.000
C -1.715 0.181 3.406 -1.697 -2.300 -1.602 0.000
H -4.378 0.563 4.720 -0.665 -0.409 0.247 0.000
C 2.599 3.335 3.767 0.427 1.474 -1.038 0.000
F 3.469 -4.241 0.684 -1.667 0.897 -0.426 0.000
N 1.645 3.169 2.794 -1.263 -0.423 0.916 0.000
H -4.859 2.575 -2.385 -0.006 -0.081 0.306 0.000
H -0.068 -0.598 1.046 -0.368 0.258 0.758 0.003
N 0.197 -0.886 0.115 0.963 0.577 0.016 0.007
H 1.782 3.841 0.925 0.098 -0.314 -0.851 0.000
N 3.741 -3.240 -4.501 -1.119 0.608 0.391 0.000
O 1.356 -5.195 -1.265 -1.116 1.267 1.971 0.328
C -2.282 -3.076 -1.902 2.575 -1.739 -1.060 0.011
F -1.220 -2.695 -2.671 -0.586 -0.202 0.159 -0.001
C -1.978 1.454 -2.041 -1.854 2.814 -0.743 0.000
H 5.383 1.281 -3.472 -0.066 0.227 -0.172 0.000
H 1.787 0.696 -2.626 0.490 -0.163 0.717 0.000
H -0.229 3.976 2.137 0.441 0.376 -0.122 0.000
H 4.863 0.641 -0.453 -0.321 -0.319 0.913 0.000
F -3.194 -3.608 -2.684 0.172 0.078 0.685 0.002
C -3.874 3.033 -2.292 0.734 -0.480 0.497 0.000
F -2.684 -2.061 -1.254 -1.357 2.082 1.036 0.001
S -1.588 -4.304 -0.609 -5.682 -3.189 -2.497 -0.019
O -2.601 -4.354 0.421 1.715 1.165 0.173 0.033
C 2.713 1.162 -2.963 0.654 0.035 -0.216 0.000
H -3.295 -0.880 1.486 0.157 -0.222 0.204 0.000
F 2.581 -2.574 -0.416 0.055 0.348 0.183 -0.002
H 0.092 -1.883 -0.007 -0.383 0.327 0.012 -0.018
C 2.372 -3.449 0.532 0.810 -1.768 1.262 -0.008
N -0.205 -3.421 -0.174 -0.989 -3.108 -0.504 0.319
H -1.388 0.653 4.346 0.295 0.053 -0.391 0.000
H -4.721 -0.394 2.384 -0.131 -0.082 0.061 0.000
H -0.344 2.398 2.756 0.093 -0.184 0.411 0.000
H -4.247 2.037 0.041 -0.287 0.095 0.311 0.000
O 3.802 3.507 3.537 -1.949 -0.944 0.609 0.000
H -3.066 0.005 5.666 0.405 -0.224 -0.227 0.000
H -0.323 -0.340 -0.557 -0.786 0.370 -0.487 0.000
H -3.961 4.015 -1.826 -0.067 -0.023 -0.091 0.000
O -1.185 0.773 -1.461 1.359 -1.569 0.937 0.000
H 4.961 2.855 -2.708 -0.194 -0.058 -0.303 0.000
S 0.890 -4.516 -0.033 4.128 -2.379 0.709 -0.104
N 3.865 1.173 -2.032 -0.329 0.443 -0.236 0.000
H 1.559 2.017 1.034 -0.480 0.203 -0.057 0.000
H -3.495 3.154 -3.307 0.240 -0.032 0.172 0.000
C -3.797 -0.969 2.449 0.766 0.736 0.413 0.000
O -1.531 -5.590 -1.348 1.810 3.016 1.457 0.018
H -0.123 3.822 3.869 0.192 -0.294 0.125 0.000
C 0.166 3.345 2.933 0.979 -0.230 0.159 0.000
H -1.923 1.662 -3.121 -0.057 -0.380 -0.079 0.000
N -2.941 2.211 -1.455 0.377 -0.396 -2.501 0.000
H -3.013 3.223 0.327 0.343 -0.113 0.341 0.000
H -4.193 -1.224 5.110 -0.059 0.123 -0.369 0.000
C 1.470 -2.267 -3.655 0.807 0.696 -0.462 0.007
O 0.631 -5.473 1.085 -0.132 1.412 -1.789 0.432
H 1.287 -2.479 -2.602 -0.025 -0.180 -0.296 -0.010
H 3.069 0.604 -3.829 -0.208 0.150 -0.315 0.000
H 6.015 1.752 -1.930 -0.518 -0.545 0.639 0.000
C 2.726 -2.816 -4.136 1.301 -1.550 -0.214 0.000
H -4.028 -2.003 2.705 0.098 0.016 -0.177 0.000
H 2.410 2.163 -3.272 0.389 0.146 0.006 0.000
F 2.095 -2.911 1.738 0.028 -0.031 -1.449 0.000
C -3.177 2.219 -0.064 -1.523 0.038 1.036 0.000
H 1.165 -0.653 -0.052 0.992 0.447 0.035 0.001
C 5.116 1.788 -2.545 -0.554 -0.004 -0.478 0.000
O 2.858 0.071 -0.308 -0.200 -0.163 0.312 0.000
C 2.018 2.915 1.448 1.026 0.199 -0.354 0.000
H 0.649 -2.527 -4.323 0.035 0.015 0.274 0.000
H 3.088 2.712 1.422 0.030 0.326 -0.079 0.000
H 1.740 -1.216 -3.758 -0.929 0.365 0.210 0.000
```
Positions in Å, forces in eV/Å.

Calculated values
Kohn-Sham gap (spin up / spin down), eV: 8.9 / 2.7
Charge: +1
Multiplicity: 2



Record 3
The following is a DFT calculation (wB97M-V/def2-TZVPD) of 4 unconnected molecules or ions with the total composition C16H35NO10 in a non-equilibrium geometry.

Geometry as XYZ:
```
62
Properties=species:S:1:pos:R:3:forces:R:3:lowdin_charge:R:1
H -0.184 -1.896 -2.457 -0.044 -0.320 -0.017 0.085
H -0.992 -2.885 -1.220 -0.135 0.049 0.132 0.077
H 1.394 -0.311 7.261 -0.020 -0.011 -0.034 0.065
N 1.495 -1.233 6.849 -0.606 -0.404 0.476 0.030
H -0.674 -3.140 7.400 0.175 -0.011 0.000 0.127
H 1.341 -2.150 4.445 -0.002 -0.161 -0.164 0.067
H -3.084 -3.311 7.615 -0.202 0.019 0.008 0.086
O 1.072 2.217 -3.193 0.054 -0.010 0.013 0.126
H -0.381 -1.234 1.155 -0.044 0.102 0.177 0.077
C 0.582 -2.612 5.068 -0.168 -0.140 0.949 -0.076
C -3.032 -1.057 -4.433 -0.379 0.388 -0.593 -0.617
C 1.942 4.177 -5.833 -0.437 0.053 -0.294 -0.058
H -2.820 -2.296 -2.259 -0.628 0.388 -0.569 0.114
C 0.580 3.478 -5.603 1.980 -0.765 0.300 -0.209
H -3.305 -1.609 7.892 -0.446 0.356 -0.364 0.086
H -0.301 -2.915 4.508 0.058 0.007 -0.099 0.074
H 2.164 5.012 -5.170 -0.280 -0.077 0.204 0.078
O -0.024 3.823 -4.375 -0.768 0.524 0.430 0.029
O -0.352 3.691 -2.270 -1.107 0.983 0.552 0.022
H 0.347 -2.582 1.998 0.458 -0.038 -0.303 0.098
C -3.223 -2.349 7.093 1.133 -1.290 0.065 -0.100
C 4.470 1.028 -1.435 0.767 -0.909 0.247 -0.063
C 0.302 3.141 -3.259 0.507 -0.088 -1.020 -0.602
H -1.015 -1.573 8.043 -0.029 0.616 -0.308 0.121
H 5.346 0.572 -0.962 0.021 0.375 0.289 0.076
H 4.794 1.946 -1.920 -0.136 0.063 -0.016 0.079
H -2.776 -0.728 -1.533 0.040 0.692 -0.478 0.127
H -2.829 -0.346 -7.533 0.068 -0.137 0.038 0.091
H -4.058 -2.490 6.414 -0.222 0.551 0.175 0.089
C -0.100 3.212 -0.959 0.855 -0.881 0.258 -0.034
C 0.227 -1.614 6.170 0.994 0.852 -0.146 -0.423
O -2.074 -0.860 -3.547 0.538 0.723 0.515 0.054
O -2.062 -2.135 6.297 -0.519 0.585 0.503 -0.198
H -0.746 3.651 -0.205 -0.345 0.367 -0.524 0.099
H -4.355 -0.041 -6.708 -0.149 -0.293 -0.091 0.097
O 1.648 -1.172 1.314 0.798 -0.198 0.357 0.017
C 0.403 -1.501 1.866 -1.719 -0.598 -0.239 -0.072
O -4.013 -1.733 -4.321 -0.244 -0.404 0.255 0.134
H 1.638 -1.856 7.641 0.239 -0.045 -0.109 0.066
O 1.051 0.974 0.957 -0.058 0.069 -0.035 0.124
H -0.227 2.132 -0.932 0.106 0.012 0.074 0.082
H -3.697 -1.717 -6.754 -0.024 0.023 0.034 0.095
H 2.736 3.440 -5.743 0.158 0.170 -0.085 0.070
O -2.723 -0.337 -5.515 0.509 -0.305 -0.158 -0.002
H 1.012 -3.487 5.564 0.044 -0.133 -0.247 0.082
H 4.256 0.269 -2.190 -0.757 0.335 -0.098 0.080
C 1.833 0.065 0.849 -0.389 -0.009 0.168 -0.599
H 0.929 3.455 -0.692 -0.006 -0.132 0.069 0.092
H 0.110 -1.129 2.848 0.691 0.756 -0.106 0.081
H 3.796 1.911 0.406 0.117 0.312 -0.285 0.132
H -0.047 -0.690 5.655 -0.623 -0.030 0.179 0.136
C -2.253 -1.362 -2.244 0.285 -2.861 1.389 -0.205
H 2.571 1.873 -0.846 -0.372 -0.539 0.015 0.095
C -0.892 -2.103 7.091 0.244 -0.835 -0.753 -0.220
O 3.010 0.093 0.254 -0.047 -0.409 -0.682 0.053
C -0.920 -1.891 -1.648 0.393 1.689 -0.857 -0.040
H 0.834 2.417 -5.536 -0.528 -0.064 -0.393 0.114
C 3.391 1.305 -0.411 0.593 0.711 0.427 -0.200
H -0.509 -1.164 -0.948 -0.008 -0.236 0.251 0.045
H -0.055 3.698 -6.454 -0.612 -0.024 0.477 0.118
C -3.455 -0.659 -6.701 -0.193 0.662 0.062 -0.035
H 1.905 4.591 -6.842 0.417 -0.076 -0.024 0.066
```
Positions in Å, forces in eV/Å.

Calculated values
Kohn-Sham gap, eV: 10.3
Charge: 0
SMILES: COC[C@H](C)N.CCOC(=O)OC.CCOC(=O)OC.CCOC(=O)OC



Record 4
The following is a DFT calculation (wB97M-V/def2-TZVPD) of a molecular structure, C16H35NO4P2PdSi in a non-equilibrium geometry.

Geometry as XYZ:
```
60
Properties=species:S:1:pos:R:3:forces:R:3:mulliken_spin:R:1
H -1.211 -3.418 -1.670 0.052 -0.012 0.282 0.006
H 2.633 -2.467 -0.423 -0.224 -0.140 -0.063 0.001
H -4.177 0.873 2.297 0.063 -0.186 -0.163 0.000
C 5.536 0.524 -0.540 0.508 0.039 0.097 0.254
H -2.440 4.573 -0.751 -0.015 -0.172 -0.194 -0.001
Pd -0.341 -0.042 -0.289 0.347 0.337 -0.023 0.844
O 0.043 3.179 -1.534 0.240 0.839 -0.232 -0.008
H -0.819 -4.491 -0.281 -0.213 0.154 -0.163 0.005
H -2.029 -3.168 -0.090 0.355 -0.112 -0.159 -0.006
H -3.843 -2.081 1.083 -0.121 0.146 -0.057 -0.008
H 1.329 -2.058 2.073 -0.119 -0.285 -0.066 0.001
C -2.709 -0.270 1.096 0.973 0.458 -0.870 0.024
H 6.610 0.551 -0.764 -0.487 -0.017 0.109 0.016
H -3.886 3.743 -1.383 0.149 0.025 0.013 0.001
O -0.716 2.903 0.912 -0.037 0.906 0.164 0.006
H 2.013 3.192 -0.749 -0.248 -0.093 -0.362 -0.004
H 1.832 -4.067 -0.608 0.107 0.300 -0.124 0.005
H 2.530 -0.017 -2.072 0.147 0.012 0.129 0.005
H -0.345 -2.624 2.292 0.347 -0.074 -0.204 -0.002
O -2.319 2.495 -1.046 1.046 0.580 0.329 0.006
C 0.526 3.190 1.601 0.094 -0.050 0.108 -0.001
H -3.084 -0.241 3.172 -0.130 0.213 -0.136 0.002
H 0.247 -1.764 -3.090 0.038 0.034 -0.198 0.062
H -2.502 1.320 2.560 0.132 -0.102 0.030 -0.006
C -3.159 0.477 2.343 0.168 0.570 0.134 0.062
H 1.694 4.267 -2.137 -0.271 -0.270 0.118 0.001
N 1.488 0.642 0.348 0.311 -0.416 0.418 1.063
H 4.980 0.023 -2.588 -0.082 0.070 0.465 -0.003
H -4.791 -0.632 0.634 0.116 -0.113 0.065 -0.001
C 2.754 0.525 0.023 1.312 -0.124 -0.276 -0.095
H -2.755 0.252 -2.666 0.024 -0.301 -0.150 -0.006
Si -0.384 -0.498 -2.604 -0.282 0.164 -0.620 0.119
P 0.240 -2.332 -0.042 0.381 -0.558 0.541 0.266
H -2.641 -1.546 -2.812 -0.007 0.309 -0.054 -0.005
O -1.552 -0.948 1.397 -0.438 -0.379 0.156 0.578
C 4.630 0.228 -1.570 -0.678 0.002 0.359 -0.133
P -0.790 2.248 -0.550 -0.424 -0.928 -0.119 0.241
H 1.733 -2.838 -1.918 0.009 -0.063 0.275 -0.002
C -2.206 -0.585 -3.122 0.154 0.062 -0.426 0.055
H 5.818 0.991 1.572 -0.113 -0.075 -0.272 -0.003
H 3.343 0.971 2.055 0.178 -0.008 -0.075 0.009
H 0.256 0.621 -3.379 -0.014 -0.146 -0.186 0.071
H 1.227 2.333 1.527 -0.518 0.512 -0.038 0.000
H -2.501 4.008 -2.465 0.078 0.011 0.210 0.000
C 5.104 0.781 0.776 -0.932 -0.163 -0.229 -0.112
H -2.233 0.427 0.194 -1.617 -0.427 1.337 0.000
H 0.978 4.107 1.198 -0.148 -0.226 0.070 0.000
C 1.759 -2.990 -0.833 -0.136 -0.207 -0.044 0.039
C 0.571 -2.763 1.704 -0.120 -0.375 0.077 0.055
H -2.261 -0.506 -4.219 -0.252 -0.059 0.290 0.022
H 0.267 3.350 2.652 -0.026 0.004 -0.273 0.002
H -3.705 -1.345 -0.535 0.193 -0.094 0.090 -0.005
H 0.922 -3.804 1.782 0.015 0.278 0.139 0.002
C -1.091 -3.467 -0.579 0.200 -0.202 0.144 0.026
C 3.737 0.770 1.062 0.438 0.069 -0.682 0.268
C -3.823 -1.134 0.530 -0.225 -0.115 -0.346 0.057
C 3.264 0.198 -1.294 0.128 0.276 0.224 0.221
C -2.796 3.792 -1.435 -0.262 0.162 0.029 0.006
C 1.478 3.281 -1.707 -0.065 -0.167 0.133 0.002
H 1.811 2.503 -2.405 -0.101 0.131 0.272 0.000
```
Positions in Å, forces in eV/Å.

Calculated values
Kohn-Sham gap (spin up / spin down), eV: 5.4 / 6.5
Charge: 0
Multiplicity: 5



Total energy
In order: -2262.6689; -3011.0108; -1437.7634; -2086.2858
Unit: Eh